22
Properties=species:S:1:pos:R:3:forces:R:3:mulliken_charge:R:1 method="wB97M-V/def2-TZVPD" energy_ha=-797.749499 homo_lumo_gap_ha=0.337 e_above_lowest_kj_mol=141.6
C 1.4676 -0.9542 1.5367 -3.5 -1.7 -2.4 -1.040
C 2.1076 0.8979 0.0432 0.6 2.2 2.2 -0.585
C -1.7772 1.0344 -1.5313 -1.3 2.0 -0.9 -1.037
C -2.3495 0.2094 0.6347 3.7 1.7 0.7 -1.017
N -0.2397 -2.0690 -0.3273 0.8 0.6 1.7 -0.739
N 1.1201 0.0015 0.4383 -0.6 -2.8 0.7 -0.007
N -1.3019 0.3038 -0.3982 -1.4 0.1 -1.3 0.187
O 3.2876 0.3660 -0.5236 0.5 1.2 1.0 -0.496
S 0.0235 -0.6094 -0.7556 0.2 0.4 0.4 0.397
H 0.6413 -0.9227 2.2133 0.0 0.4 1.2 0.308
H 1.3577 -2.0354 1.2217 0.4 1.1 -0.3 0.341
H 2.4117 -0.8314 1.8877 2.6 0.9 1.3 0.463
H 2.2627 1.6076 0.9815 0.6 -1.5 -1.7 0.336
H 3.0296 -0.5178 -0.6379 0.1 -2.2 -0.5 0.330
H 1.7432 1.5311 -0.6932 -1.2 1.4 -1.4 0.348
H -1.1924 0.8109 -2.3909 0.8 -0.1 -0.7 0.385
H -2.8207 0.7300 -1.8821 1.0 0.5 0.9 0.332
H -1.7154 2.1941 -1.4202 -0.4 -1.8 0.1 0.256
H -2.1828 1.2112 1.0361 -1.0 0.0 0.8 0.378
H -3.3346 0.0921 0.3177 -1.4 -0.5 -1.0 0.327
H -2.0328 -0.4806 1.3729 0.0 -0.9 0.7 0.304
H -0.5055 -2.5696 -1.1236 -0.4 -1.0 -1.5 0.231